(i)
{"formula": "C2H3NO3", "method": "the ωB97M-V functional and the def2-TZVPD basis", "lumo_ha": [0.0322, -0.1132], "homo_lumo_gap_ev": [6.2, 6.7], "total_charge": 0, "multiplicity": 3, "s_squared": 2.006, "homo_ev": [-5.315, -9.786], "elements": ["C", "C", "N", "O", "O", "O", "H", "H", "H"], "positions_angstrom": [[-0.778, -0.128, 1.038], [1.418, -1.101, -0.810], [0.150, 1.350, -0.486], [0.327, -0.536, 1.348], [0.909, -2.102, -0.780], [-1.024, 0.752, 0.107], [-1.588, -0.605, 1.548], [-0.201, 1.850, -1.232], [0.787, 0.519, -0.733]], "nbo_charge": [0.15, 0.50, -0.52, -0.20, -0.45, -0.36, 0.20, 0.35, 0.32]}

---

(ii)
{"formula": "C2H3NO3", "method": "the ωB97M-V functional and the def2-TZVPD basis", "lumo_ha": [0.0348, -0.1308], "homo_lumo_gap_ev": [8.9, 7.5], "total_charge": 0, "multiplicity": 3, "s_squared": 2.007, "homo_ev": [-7.997, -11.098], "elements": ["C", "C", "N", "O", "O", "O", "H", "H", "H"], "positions_angstrom": [[-1.143, -0.232, 0.292], [0.025, 0.332, -0.478], [1.394, 0.100, 0.113], [2.137, 1.051, 0.109], [1.670, -0.985, 0.544], [-0.630, -0.795, -0.975], [-1.100, -0.905, 1.255], [-2.216, 0.221, 0.201], [-0.137, 1.214, -1.061]], "nbo_charge": [-0.15, 0.13, 0.19, -0.16, -0.15, -0.47, 0.22, 0.20, 0.21]}

---

Taking the most stable structure as the zero point, the relative energies in hartree are (i) 0.0000; (ii) 0.0214.

---

(i)
{"formula": "C3H3ClS2", "method": "the ωB97M-V functional and the def2-TZVPD basis", "lumo_ha": [-0.0525, -0.0527], "homo_lumo_gap_ev": [7.1, 7.1], "total_charge": 0, "homo_ev": [-8.527, -8.525], "elements": ["C", "C", "C", "S", "S", "Cl", "H", "H", "H"], "positions_angstrom": [[0.120, 1.503, -0.308], [0.613, 0.312, -0.109], [-0.062, -0.948, 0.355], [-2.306, 0.860, 0.164], [-1.699, -1.007, -0.441], [2.381, 0.109, -0.264], [0.427, 2.402, -0.717], [0.457, -1.900, -0.094], [0.070, -1.330, 1.413]], "nbo_charge": [-0.07, -0.12, -0.61, -0.09, 0.16, -0.01, 0.22, 0.26, 0.27]}

---

(ii)
{"formula": "C3H3ClS2", "method": "the ωB97M-V functional and the def2-TZVPD basis", "lumo_ha": [-0.0086, -0.0797], "homo_lumo_gap_ev": [8.5, 5.7], "total_charge": 0, "homo_ev": [-8.762, -7.832], "elements": ["C", "C", "C", "S", "S", "Cl", "H", "H", "H"], "positions_angstrom": [[-0.717, -0.309, 1.219], [-0.819, 0.973, 1.329], [0.756, -0.411, -1.247], [0.386, -1.330, 0.224], [1.834, 0.920, -1.043], [-0.936, 2.583, 1.240], [-1.549, -0.880, 1.647], [1.206, -1.316, -1.706], [-0.160, -0.230, -1.663]], "nbo_charge": [-0.48, -0.06, -0.77, 0.28, 0.14, 0.18, 0.25, 0.26, 0.22]}

---

Taking the most stable structure as the zero point, the relative energies in hartree are (i) 0.0000; (ii) 0.0631.

---

(i)
{"formula": "C21H30ClN3O3S", "method": "the ωB97M-V functional and the def2-TZVPD basis", "lumo_ha": 0.0224, "homo_lumo_gap_ev": 9.3, "total_charge": 0, "smiles": "CC[C@H](C(=O)N[C@H]1CCCCN(C(=O)c2sc(C)cc2Cl)CC1)N1CCCC1=O", "homo_ev": -8.671, "elements": ["C", "C", "C", "C", "O", "N", "C", "C", "C", "C", "C", "N", "C", "O", "C", "S", "C", "C", "C", "C", "Cl", "C", "C", "N", "C", "C", "C", "C", "O", "H", "H", "H", "H", "H", "H", "H", "H", "H", "H", "H", "H", "H", "H", "H", "H", "H", "H", "H", "H", "H", "H", "H", "H", "H", "H", "H", "H", "H", "H"], "positions_angstrom": [[-1.234, -2.348, -0.913], [0.197, -1.890, -0.668], [0.260, -0.443, -0.178], [1.718, 0.018, -0.041], [2.529, -0.229, -0.917], [2.012, 0.774, 1.040], [3.369, 1.260, 1.276], [3.630, 2.462, 0.368], [5.054, 3.029, 0.323], [6.173, 1.981, 0.226], [6.824, 1.600, 1.554], [5.948, 0.969, 2.533], [6.041, -0.326, 2.937], [5.387, -0.764, 3.867], [6.960, -1.222, 2.159], [6.599, -1.716, 0.553], [7.996, -2.720, 0.463], [8.280, -3.532, -0.759], [8.717, -2.652, 1.610], [8.114, -1.795, 2.576], [8.814, -1.502, 4.124], [4.960, 1.792, 3.220], [3.528, 1.490, 2.774], [-0.552, -0.185, 0.998], [-1.507, 0.912, 1.039], [-1.889, 1.019, 2.524], [-1.541, -0.353, 3.106], [-0.505, -0.920, 2.150], [0.227, -1.865, 2.352], [-1.248, -3.360, -1.318], [-1.814, -2.356, 0.012], [-1.744, -1.696, -1.627], [0.684, -2.541, 0.056], [0.780, -1.935, -1.587], [-0.164, 0.188, -0.967], [1.345, 0.811, 1.791], [4.040, 0.449, 0.979], [3.367, 2.135, -0.640], [2.925, 3.257, 0.635], [5.104, 3.677, -0.554], [5.243, 3.688, 1.174], [5.803, 1.083, -0.277], [6.977, 2.370, -0.403], [7.663, 0.932, 1.372], [7.236, 2.504, 2.018], [9.194, -4.106, -0.614], [7.471, -4.231, -0.971], [8.412, -2.899, -1.638], [9.635, -3.195, 1.781], [5.034, 1.610, 4.293], [5.225, 2.831, 3.041], [2.875, 2.307, 3.101], [3.202, 0.581, 3.284], [-1.048, 1.827, 0.657], [-2.376, 0.690, 0.410], [-1.297, 1.798, 3.007], [-2.937, 1.283, 2.650], [-1.127, -0.322, 4.112], [-2.395, -1.033, 3.123]], "nbo_charge": [-0.61, -0.41, -0.11, 0.69, -0.64, -0.62, -0.04, -0.41, -0.40, -0.42, -0.20, -0.44, 0.67, -0.60, -0.35, 0.47, -0.17, -0.64, -0.28, -0.04, 0.03, -0.22, -0.42, -0.46, -0.20, -0.41, -0.50, 0.68, -0.61, 0.22, 0.20, 0.20, 0.24, 0.23, 0.22, 0.40, 0.21, 0.23, 0.20, 0.22, 0.19, 0.22, 0.22, 0.23, 0.19, 0.23, 0.23, 0.23, 0.23, 0.23, 0.20, 0.20, 0.24, 0.20, 0.19, 0.21, 0.22, 0.24, 0.23]}

---

(ii)
{"formula": "C21H30ClN3O3S", "method": "the ωB97M-V functional and the def2-TZVPD basis", "lumo_ha": 0.0278, "homo_lumo_gap_ev": 9.6, "total_charge": 0, "smiles": "CC[C@H](C(=O)N[C@H]1CCCCN(C(=O)c2sc(C)cc2Cl)CC1)N1CCCC1=O", "homo_ev": -8.799, "elements": ["C", "C", "C", "C", "O", "N", "C", "C", "C", "C", "C", "N", "C", "O", "C", "S", "C", "C", "C", "C", "Cl", "C", "C", "N", "C", "C", "C", "C", "O", "H", "H", "H", "H", "H", "H", "H", "H", "H", "H", "H", "H", "H", "H", "H", "H", "H", "H", "H", "H", "H", "H", "H", "H", "H", "H", "H", "H", "H", "H"], "positions_angstrom": [[-4.095, -2.785, -0.378], [-2.817, -1.964, -0.296], [-2.956, -0.593, -0.969], [-1.604, 0.124, -0.972], [-0.900, 0.089, -1.971], [-1.236, 0.698, 0.189], [0.120, 1.203, 0.371], [0.234, 2.586, -0.268], [1.629, 3.211, -0.277], [2.739, 2.272, -0.771], [3.582, 1.596, 0.311], [2.878, 0.686, 1.208], [2.846, -0.662, 1.058], [1.975, -1.348, 1.577], [3.945, -1.343, 0.314], [3.534, -2.792, -0.523], [5.173, -3.186, -0.829], [5.546, -4.395, -1.626], [6.009, -2.275, -0.262], [5.304, -1.241, 0.406], [6.154, -0.064, 1.342], [1.953, 1.255, 2.187], [0.457, 1.148, 1.854], [-4.055, 0.205, -0.428], [-5.179, 0.576, -1.279], [-5.994, 1.526, -0.397], [-5.663, 1.061, 1.022], [-4.290, 0.432, 0.887], [-3.525, 0.179, 1.806], [-3.954, -3.765, 0.076], [-4.916, -2.297, 0.152], [-4.404, -2.938, -1.415], [-2.522, -1.828, 0.744], [-1.999, -2.484, -0.799], [-3.182, -0.747, -2.024], [-1.831, 0.537, 0.995], [0.780, 0.515, -0.163], [-0.106, 2.482, -1.301], [-0.470, 3.258, 0.234], [1.588, 4.085, -0.930], [1.888, 3.603, 0.710], [2.319, 1.513, -1.439], [3.450, 2.844, -1.374], [4.373, 1.042, -0.185], [4.067, 2.360, 0.926], [6.629, -4.507, -1.643], [5.117, -5.301, -1.198], [5.196, -4.313, -2.656], [7.087, -2.333, -0.295], [2.123, 0.744, 3.136], [2.252, 2.293, 2.320], [-0.078, 1.940, 2.389], [0.099, 0.192, 2.237], [-4.823, 1.050, -2.194], [-5.752, -0.315, -1.560], [-5.641, 2.548, -0.543], [-7.056, 1.499, -0.630], [-5.653, 1.847, 1.772], [-6.345, 0.278, 1.368]], "nbo_charge": [-0.61, -0.41, -0.12, 0.69, -0.65, -0.63, -0.04, -0.40, -0.40, -0.42, -0.20, -0.43, 0.65, -0.62, -0.35, 0.52, -0.17, -0.64, -0.29, -0.04, 0.02, -0.21, -0.42, -0.43, -0.20, -0.41, -0.50, 0.70, -0.65, 0.22, 0.20, 0.20, 0.23, 0.22, 0.23, 0.44, 0.21, 0.22, 0.20, 0.21, 0.19, 0.21, 0.21, 0.22, 0.19, 0.23, 0.23, 0.23, 0.23, 0.22, 0.20, 0.20, 0.24, 0.21, 0.19, 0.21, 0.22, 0.24, 0.23]}

---

Taking the most stable structure as the zero point, the relative energies in hartree are (i) 0.0046; (ii) 0.0000.

---

(i)
{"formula": "C25H29N3O2S", "method": "the ωB97M-V functional and the def2-TZVPD basis", "lumo_ha": 0.0188, "homo_lumo_gap_ev": 8.9, "total_charge": 0, "smiles": "Cc1csc(CNC(=O)c2ccc(OC3CCN(CCc4ccccc4)CC3)cc2)n1", "homo_ev": -8.344, "elements": ["C", "C", "C", "S", "C", "C", "N", "C", "O", "C", "C", "C", "C", "O", "C", "C", "C", "N", "C", "C", "C", "C", "C", "C", "C", "C", "C", "C", "C", "C", "N", "H", "H", "H", "H", "H", "H", "H", "H", "H", "H", "H", "H", "H", "H", "H", "H", "H", "H", "H", "H", "H", "H", "H", "H", "H", "H", "H", "H", "H"], "positions_angstrom": [[6.420, 2.481, -0.837], [5.059, 2.082, -1.289], [4.061, 2.920, -1.676], [2.654, 2.036, -2.128], [3.533, 0.566, -1.750], [2.877, -0.759, -1.894], [1.446, -0.638, -1.794], [0.596, -1.248, -2.659], [0.973, -1.951, -3.572], [-0.838, -0.989, -2.334], [-1.302, 0.299, -2.085], [-2.610, 0.501, -1.684], [-3.457, -0.586, -1.476], [-4.735, -0.401, -1.001], [-4.978, -0.376, 0.405], [-4.340, 0.795, 1.163], [-2.868, 0.579, 1.505], [-2.643, -0.676, 2.201], [-1.255, -0.844, 2.579], [-0.263, -1.113, 1.408], [0.972, -0.266, 1.483], [0.911, 1.092, 1.182], [2.042, 1.885, 1.252], [3.258, 1.331, 1.615], [3.333, -0.020, 1.906], [2.199, -0.810, 1.844], [-3.163, -1.828, 1.484], [-4.645, -1.674, 1.151], [-3.021, -1.862, -1.827], [-1.724, -2.058, -2.262], [4.729, 0.762, -1.336], [6.493, 3.561, -0.750], [6.638, 2.021, 0.125], [7.164, 2.128, -1.549], [4.066, 3.989, -1.724], [3.280, -1.432, -1.127], [3.088, -1.195, -2.878], [1.086, -0.122, -1.003], [-0.639, 1.144, -2.209], [-2.980, 1.500, -1.506], [-6.067, -0.240, 0.423], [-4.899, 0.914, 2.093], [-4.445, 1.713, 0.582], [-2.546, 1.382, 2.177], [-2.265, 0.649, 0.588], [-1.209, -1.674, 3.289], [-0.951, 0.063, 3.108], [-0.775, -0.897, 0.466], [0.011, -2.168, 1.394], [-0.033, 1.532, 0.892], [1.975, 2.938, 1.018], [4.141, 1.949, 1.667], [4.280, -0.460, 2.181], [2.264, -1.864, 2.074], [-3.039, -2.697, 2.139], [-2.602, -2.027, 0.559], [-5.214, -1.661, 2.083], [-4.972, -2.532, 0.563], [-3.702, -2.694, -1.735], [-1.373, -3.046, -2.517]], "nbo_charge": [-0.63, 0.14, -0.46, 0.38, 0.11, -0.29, -0.63, 0.67, -0.61, -0.16, -0.15, -0.28, 0.30, -0.53, 0.12, -0.44, -0.23, -0.45, -0.20, -0.47, -0.03, -0.26, -0.19, -0.22, -0.21, -0.17, -0.23, -0.44, -0.26, -0.16, -0.45, 0.22, 0.22, 0.23, 0.24, 0.22, 0.26, 0.42, 0.22, 0.23, 0.20, 0.22, 0.22, 0.20, 0.17, 0.20, 0.20, 0.22, 0.22, 0.21, 0.22, 0.22, 0.22, 0.20, 0.20, 0.18, 0.22, 0.22, 0.23, 0.23]}

---

(ii)
{"formula": "C25H29N3O2S", "method": "the ωB97M-V functional and the def2-TZVPD basis", "lumo_ha": 0.0172, "homo_lumo_gap_ev": 8.4, "total_charge": 0, "homo_ev": -7.918, "elements": ["C", "C", "C", "S", "C", "N", "C", "N", "C", "O", "C", "C", "C", "C", "C", "C", "H", "H", "O", "C", "C", "C", "N", "C", "H", "C", "C", "C", "C", "C", "C", "C", "H", "H", "H", "H", "H", "H", "H", "H", "C", "C", "H", "H", "H", "H", "H", "H", "H", "H", "H", "H", "H", "H", "H", "H", "H", "H", "H", "H"], "positions_angstrom": [[-6.114, -3.749, 0.301], [-6.650, -2.416, 0.120], [-7.941, -2.059, -0.220], [-8.359, -0.487, -0.216], [-6.713, -0.386, 0.098], [-6.116, -1.379, 0.424], [-6.278, 1.027, 0.655], [-4.772, 1.146, 0.453], [-4.040, 1.920, -0.343], [-4.437, 2.687, -0.992], [-2.580, 1.865, -0.140], [-1.998, 1.201, 0.845], [-0.499, 0.754, 0.865], [0.282, 1.419, -0.069], [-0.380, 1.891, -1.343], [-1.804, 2.044, -1.109], [-2.185, 2.369, -2.030], [0.208, 2.166, -1.963], [1.711, 1.341, -0.256], [2.330, 0.679, 0.968], [3.769, 1.052, 0.564], [4.273, 0.527, -0.456], [4.295, -0.899, -0.475], [5.044, -1.655, -1.348], [5.415, -0.853, -2.566], [6.442, -2.292, -0.871], [7.213, -1.433, -0.231], [8.183, -0.392, -1.008], [8.805, 0.432, -0.294], [8.720, 0.772, 0.992], [7.761, 0.234, 1.624], [6.983, -0.926, 0.976], [6.312, -1.394, 1.708], [7.571, 0.258, 2.688], [9.228, 1.543, 1.370], [9.658, 1.202, -0.960], [8.330, -0.809, -2.185], [6.928, -2.829, -1.357], [6.015, -2.982, -0.085], [4.414, -2.384, -1.885], [2.995, -1.504, -0.317], [2.131, -0.824, 1.040], [2.699, -1.344, 1.696], [1.178, -1.360, 0.867], [2.767, -2.457, -0.546], [2.497, -1.123, -1.360], [5.525, 0.603, -0.661], [3.974, 0.675, -1.448], [4.425, 0.817, 1.410], [3.740, 2.209, 0.635], [2.031, 1.052, 1.775], [-0.048, 0.548, 1.808], [-2.278, 0.875, 1.717], [-4.294, 0.212, 1.092], [-6.502, 1.492, 1.533], [-6.412, 1.930, -0.120], [-8.904, -2.906, -0.496], [-5.862, -3.901, 1.277], [-6.854, -4.431, -0.001], [-5.179, -3.819, -0.182]], "nbo_charge": [-0.62, 0.14, -0.48, 0.54, 0.02, -0.44, -0.27, -0.64, 0.67, -0.56, -0.24, -0.07, -0.35, 0.34, -0.20, -0.11, 0.21, 0.18, -0.52, 0.12, -0.44, -0.23, -0.50, -0.09, 0.07, -0.44, 0.01, -0.21, -0.19, -0.27, -0.16, -0.22, 0.20, 0.21, 0.21, 0.18, 0.23, 0.19, 0.20, 0.21, -0.20, -0.44, 0.22, 0.24, 0.21, 0.14, 0.23, 0.21, 0.22, 0.25, 0.16, 0.21, 0.19, 0.40, 0.21, 0.23, 0.21, 0.22, 0.22, 0.23]}

---

Taking the most stable structure as the zero point, the relative energies in hartree are (i) 0.0000; (ii) 0.8360.

---

(i)
{"formula": "C2H5N2O", "method": "the ωB97M-V functional and the def2-TZVPD basis", "lumo_ha": -0.2079, "homo_lumo_gap_ev": 11.5, "total_charge": 1, "smiles": "CCN=[N+]=O", "homo_ev": -17.154, "elements": ["C", "C", "N", "N", "O", "H", "H", "H", "H", "H"], "positions_angstrom": [[-0.178, 0.278, -0.398], [0.100, -0.396, 0.979], [0.066, 0.545, 2.006], [-0.246, 1.490, 2.543], [-0.527, 2.326, 3.255], [-1.081, 0.767, -0.194], [0.582, 1.128, -0.700], [-0.348, -0.454, -1.297], [0.966, -1.052, 1.313], [-0.830, -0.964, 0.920]], "nbo_charge": [-0.61, -0.30, 0.06, 0.62, -0.09, 0.21, 0.25, 0.29, 0.29, 0.29]}

---

(ii)
{"formula": "C2H5N2O", "method": "the ωB97M-V functional and the def2-TZVPD basis", "lumo_ha": -0.1975, "homo_lumo_gap_ev": 9.4, "total_charge": 1, "smiles": "[NH2+]=C1CON1", "homo_ev": -14.731, "elements": ["N", "C", "C", "O", "N", "H", "H", "H", "H", "H"], "positions_angstrom": [[-0.131, 1.053, -1.152], [0.071, 0.206, -0.201], [-0.696, -0.823, 0.684], [0.536, -1.307, 1.136], [1.384, -0.601, 0.357], [-0.994, 1.407, -1.610], [0.497, 1.713, -1.578], [-1.261, -0.161, 1.466], [-1.409, -1.548, 0.083], [2.004, 0.061, 0.815]], "nbo_charge": [-0.69, 0.53, -0.15, -0.34, -0.20, 0.46, 0.45, 0.27, 0.28, 0.39]}

---

(iii)
{"formula": "C2H5N2O", "method": "the ωB97M-V functional and the def2-TZVPD basis", "lumo_ha": -0.2351, "homo_lumo_gap_ev": 9.8, "total_charge": 1, "smiles": "C/C=[NH+]\\N=O", "homo_ev": -16.193, "elements": ["C", "C", "N", "N", "O", "H", "H", "H", "H", "H"], "positions_angstrom": [[-0.795, 0.766, -0.439], [-0.303, -0.610, -0.418], [0.807, -0.983, 0.125], [1.945, -0.130, 1.157], [1.518, 0.842, 1.518], [-0.464, 1.623, 0.122], [-1.287, 1.114, -1.329], [-1.701, 0.439, 0.003], [-1.080, -1.249, -0.810], [1.361, -1.812, 0.072]], "nbo_charge": [-0.72, 0.30, -0.52, 0.47, -0.06, 0.27, 0.30, 0.28, 0.24, 0.43]}

---

Taking the most stable structure as the zero point, the relative energies in hartree are (i) 0.0291; (ii) 0.0132; (iii) 0.0000.